# 1
{"formula": "C37H49BiN5O6Te", "method": "wB97M-V/def2-TZVPD", "homo_ha": [-0.2858, -0.2862], "e_above_lowest_kcal_mol": 0.0, "s2": 0.757, "gap_ha": [0.297, 0.217], "spin_multiplicity": 2, "lumo_energy_ev": [0.319, -1.887], "mol_weight_g_mol": 996.4, "max_force_ev_per_a": 1.6, "elements": ["Bi", "Te", "O", "O", "O", "O", "O", "O", "N", "N", "N", "N", "N", "C", "C", "C", "C", "C", "C", "C", "C", "C", "C", "C", "C", "C", "C", "C", "C", "C", "C", "C", "C", "C", "C", "C", "C", "C", "C", "C", "C", "C", "C", "C", "C", "C", "C", "C", "C", "C", "H", "H", "H", "H", "H", "H", "H", "H", "H", "H", "H", "H", "H", "H", "H", "H", "H", "H", "H", "H", "H", "H", "H", "H", "H", "H", "H", "H", "H", "H", "H", "H", "H", "H", "H", "H", "H", "H", "H", "H", "H", "H", "H", "H", "H", "H", "H", "H", "H"], "positions_angstrom": [[-0.71, 1.69, -0.74], [-0.69, -1.84, 1.98], [-1.21, 5.69, 0.49], [-2.23, 3.30, -1.77], [-2.47, 3.97, -3.89], [1.25, 1.68, 1.60], [-0.60, 3.56, 0.43], [1.02, 3.17, -2.47], [-0.93, -0.60, -2.45], [-2.78, 1.15, -4.59], [1.68, 0.49, -1.01], [-3.02, 0.92, -0.79], [-0.85, 0.83, 1.32], [0.11, 5.05, -1.36], [-1.35, 0.89, -4.48], [-0.27, 1.91, 3.42], [-2.67, -5.79, 2.37], [0.13, 3.49, 5.18], [-0.59, 4.81, -2.74], [3.71, -2.10, 1.93], [2.20, -0.83, 3.44], [-1.32, 1.61, 5.56], [1.71, 4.98, -3.76], [2.39, 5.03, -2.36], [1.62, -3.33, 0.57], [4.01, -2.99, 0.92], [-2.12, -1.15, -1.79], [1.40, 4.21, -1.54], [-0.69, 2.75, 6.03], [1.54, -0.37, -2.20], [-1.04, -0.51, -3.92], [-3.28, -0.15, -1.77], [0.34, 3.07, 3.88], [-0.67, 4.77, -0.08], [-3.39, -3.70, 1.20], [-0.59, -5.96, 3.55], [-2.39, -4.47, 2.02], [-0.30, -4.65, 3.20], [0.31, -1.27, -2.05], [5.43, -3.31, 0.56], [-1.88, 3.97, -2.80], [0.51, 4.05, -3.49], [-1.13, 1.20, 4.25], [0.11, 1.47, 2.03], [-1.18, -3.90, 2.42], [-1.77, -6.54, 3.12], [1.34, -2.39, 1.58], [0.57, -4.15, -0.14], [2.95, -3.61, 0.26], [2.39, -1.79, 2.29], [-3.16, -3.78, 0.13], [1.38, 5.95, -4.12], [-0.38, -3.63, -0.24], [-3.28, 0.70, 0.16], [-0.84, 3.08, 7.05], [-1.96, 1.03, 6.22], [2.97, -0.99, 4.19], [0.39, -5.07, 0.42], [0.23, -1.54, -0.99], [-3.37, 0.31, -2.75], [2.37, 4.54, -4.51], [-2.45, -2.08, -2.28], [1.43, 0.29, -3.06], [-2.96, 2.15, -4.53], [0.11, -6.53, 4.15], [-4.40, -4.09, 1.34], [4.51, -1.62, 2.48], [1.78, 3.78, -0.62], [3.37, 4.55, -2.38], [-1.86, -1.38, -0.76], [0.63, -4.20, 3.53], [2.35, 1.24, -1.14], [0.16, 3.50, -4.35], [-0.09, -0.85, -4.36], [-1.83, -1.20, -4.27], [2.51, 6.04, -1.98], [-0.94, 1.62, -3.77], [-3.40, -2.64, 1.47], [-0.82, 5.75, -3.24], [-3.14, 0.82, -5.48], [2.27, 0.20, 3.09], [1.92, -0.02, -0.17], [-0.82, 1.00, -5.43], [-4.20, -0.68, -1.54], [2.43, -1.00, -2.35], [-3.61, -6.23, 2.06], [0.61, 4.40, 5.54], [1.22, -0.95, 3.91], [5.58, -4.39, 0.46], [5.69, -2.85, -0.40], [0.47, -2.20, -2.61], [3.16, -4.34, -0.51], [6.12, -2.93, 1.31], [-1.65, 0.33, 3.87], [-3.42, 1.82, -1.08], [-2.00, -7.57, 3.37], [0.98, 3.64, 3.21], [0.37, 6.10, -1.29], [0.93, -4.43, -1.14]], "mulliken_spin": [-0.014, 0.012, 0.002, 0.015, 0.003, 0.085, -0.002, 0.005, 0.004, 0.000, 0.012, 0.015, 0.932, -0.003, -0.002, 0.103, -0.001, -0.003, 0.002, 0.000, 0.002, -0.010, 0.001, 0.000, 0.004, 0.000, -0.004, 0.000, 0.012, -0.007, -0.001, 0.001, 0.015, 0.003, 0.002, 0.000, 0.000, -0.002, 0.026, 0.000, -0.002, -0.003, -0.004, -0.203, 0.002, 0.000, -0.002, 0.002, 0.001, 0.002, -0.001, 0.000, -0.001, 0.003, 0.001, 0.000, 0.000, 0.000, -0.011, 0.001, 0.000, -0.001, -0.002, 0.000, 0.000, 0.000, 0.000, 0.001, 0.000, 0.008, 0.000, 0.003, 0.000, 0.000, 0.000, 0.000, -0.001, 0.000, 0.000, 0.000, -0.001, 0.001, 0.000, 0.000, -0.001, 0.000, 0.000, -0.001, 0.000, 0.000, 0.002, 0.000, 0.000, 0.002, -0.001, 0.000, 0.001, -0.001, 0.000]}


# 2
{"formula": "C3H8F3NSi", "method": "wB97M-V/def2-TZVPD", "homo_ha": [-0.2813, -0.2814], "e_above_lowest_kcal_mol": 51.0, "gap_ha": [0.271, 0.271], "spin_multiplicity": 1, "lumo_energy_ev": [-0.290, -0.290], "mol_weight_g_mol": 143.2, "max_force_ev_per_a": 3.6, "elements": ["Si", "F", "F", "F", "N", "C", "C", "C", "H", "H", "H", "H", "H", "H", "H", "H"], "positions_angstrom": [[-0.32, 0.07, 0.31], [-3.62, -0.52, -1.44], [-4.38, 1.07, -0.14], [-4.00, -0.90, 0.71], [-0.59, -0.73, 1.83], [0.77, 1.67, 0.65], [-3.52, 0.02, -0.18], [-0.07, -0.79, -1.30], [-1.53, -1.17, 1.86], [1.77, 1.57, 0.36], [-0.99, -0.65, -1.96], [0.12, 2.41, 0.27], [0.84, -0.36, -1.72], [0.87, 1.80, 1.67], [-0.64, -0.22, 2.75], [-0.03, -1.83, -1.33]], "nbo_charge": [1.724, -0.398, -0.379, -0.393, -1.315, -1.092, 0.652, -1.203, 0.420, 0.248, 0.306, 0.252, 0.252, 0.240, 0.415, 0.271]}


# 3
{"formula": "C48H58CrNO5SbSe4", "method": "wB97M-V/def2-TZVPD", "homo_ha": [-0.1507, -0.1507], "e_above_lowest_kcal_mol": 0.0, "s2": 3.801, "gap_ha": [0.204, 0.204], "spin_multiplicity": 4, "charge": -1, "lumo_energy_ev": [1.452, 1.449], "mol_weight_g_mol": 1218.6, "max_force_ev_per_a": 1.3, "elements": ["Sb", "Se", "Se", "Se", "Se", "Cr", "O", "O", "O", "O", "O", "N", "C", "C", "C", "C", "C", "C", "C", "C", "C", "C", "C", "C", "C", "C", "C", "C", "C", "C", "C", "C", "C", "C", "C", "C", "C", "C", "C", "C", "C", "C", "C", "C", "C", "C", "C", "C", "C", "C", "C", "C", "C", "C", "C", "C", "C", "C", "C", "C", "H", "H", "H", "H", "H", "H", "H", "H", "H", "H", "H", "H", "H", "H", "H", "H", "H", "H", "H", "H", "H", "H", "H", "H", "H", "H", "H", "H", "H", "H", "H", "H", "H", "H", "H", "H", "H", "H", "H", "H", "H", "H", "H", "H", "H", "H", "H", "H", "H", "H", "H", "H", "H", "H", "H", "H", "H", "H"], "positions_angstrom": [[4.28, -4.98, 1.40], [3.03, -7.06, 1.36], [1.86, -3.75, 1.10], [4.82, -4.00, 3.55], [5.36, -4.34, -0.68], [0.05, -0.86, 0.27], [-1.52, 0.22, 0.19], [-1.49, -3.62, 0.96], [0.95, 0.81, 0.11], [-0.28, 0.87, -2.35], [0.00, -0.46, 2.29], [3.01, -1.52, -0.10], [1.91, -5.30, -2.19], [0.06, 3.11, 3.09], [-1.74, 4.83, 3.53], [-0.60, -2.74, -2.40], [0.62, -1.24, 3.35], [3.00, -0.16, -0.53], [-6.27, -3.69, 2.10], [-2.79, -0.07, 2.85], [-3.06, -1.26, -0.80], [-1.30, 3.40, 3.25], [7.02, 0.62, 0.23], [-0.41, 0.83, 2.66], [-3.18, -0.79, 1.57], [2.22, 0.63, 0.47], [1.69, -2.21, -2.61], [-0.92, -1.39, -2.18], [4.30, -0.76, -0.06], [-5.06, -4.93, 0.32], [6.98, -1.68, 1.20], [-4.64, -2.48, 0.58], [6.86, 0.29, 2.69], [-0.96, -2.67, 0.69], [-6.86, -3.29, -0.27], [4.11, 0.53, 1.97], [0.67, -3.17, -2.71], [-4.19, -1.75, 1.67], [2.73, 0.88, 1.68], [2.03, 1.64, 2.78], [4.90, -0.21, 1.17], [-2.60, -0.55, 0.33], [-2.19, 2.34, 3.14], [0.98, -4.59, -3.17], [2.64, 0.02, -2.02], [1.46, -0.86, -2.36], [-1.08, 5.32, 4.83], [-4.06, -2.20, -0.66], [-0.30, -5.42, -3.31], [0.41, 1.74, -3.22], [-3.26, 4.95, 3.69], [-1.77, 1.04, 2.85], [-5.70, -3.58, 0.69], [1.65, -4.50, -4.54], [-2.38, -0.99, -2.13], [0.11, -0.43, -2.26], [-1.31, 5.73, 2.37], [0.54, 1.84, 2.80], [6.42, -0.27, 1.34], [1.92, -2.06, 0.43], [-1.00, -4.97, -4.02], [7.95, 0.23, 2.76], [-6.52, -3.26, -1.31], [0.01, 5.35, 4.74], [-7.62, -4.06, -0.18], [6.43, -0.29, 3.51], [1.66, -0.96, 3.46], [0.06, -1.06, 4.27], [-3.78, 4.63, 2.79], [6.71, -2.14, 0.26], [-3.25, 2.50, 3.28], [-0.35, 2.33, -3.73], [2.46, 1.07, -2.20], [2.31, 1.19, 3.74], [4.52, 0.94, 2.89], [6.58, 1.34, 2.82], [0.78, 3.91, 3.19], [6.62, -2.32, 2.00], [2.60, -3.96, -4.49], [2.72, -2.54, -2.70], [8.07, -1.64, 1.26], [6.62, 1.63, 0.27], [-6.72, -2.76, 2.43], [2.48, 2.64, 2.82], [8.11, 0.66, 0.34], [-1.33, 4.67, 5.66], [-1.59, 6.77, 2.57], [-1.42, 6.33, 5.06], [1.07, 2.41, -2.67], [-4.61, -1.94, 2.65], [4.96, -1.16, -0.82], [-2.91, -1.56, -2.90], [-0.80, -5.54, -2.35], [-5.79, -5.73, 0.39], [3.50, -0.28, -2.62], [-1.79, 5.41, 1.44], [1.44, -5.46, -1.22], [-3.62, 4.36, 4.54], [-2.49, -0.82, 3.59], [-2.46, 0.07, -2.37], [1.01, -3.99, -5.27], [-4.23, -5.16, 0.99], [-3.52, 5.99, 3.88], [-3.71, 0.37, 3.25], [1.87, -5.50, -4.91], [6.82, 0.20, -0.76], [2.17, -6.29, -2.58], [2.84, -4.76, -2.02], [-5.50, -3.97, 2.83], [-7.31, -2.32, -0.04], [-0.23, 5.70, 2.21], [0.99, 1.18, -3.96], [-4.67, -4.91, -0.70], [0.57, -2.29, 3.06], [-1.43, -3.44, -2.39], [-0.04, -6.41, -3.68], [-4.38, -2.75, -1.54], [-7.04, -4.47, 2.12]], "mulliken_spin": [-0.003, -0.002, 0.035, 0.000, 0.001, 3.045, -0.015, 0.033, -0.015, -0.005, -0.060, -0.011, 0.003, -0.002, 0.000, -0.023, 0.030, -0.019, 0.000, 0.002, -0.023, -0.004, -0.001, 0.001, 0.010, 0.002, -0.023, 0.012, -0.003, 0.000, -0.001, -0.002, -0.001, 0.047, 0.000, 0.012, 0.038, 0.003, -0.009, 0.002, -0.007, 0.000, -0.001, -0.003, 0.024, -0.017, 0.000, 0.001, 0.001, 0.002, 0.000, -0.004, 0.000, 0.000, 0.025, 0.027, 0.000, 0.004, 0.000, -0.086, 0.000, 0.000, 0.000, 0.000, 0.000, 0.000, -0.003, 0.004, 0.000, 0.000, 0.000, 0.000, -0.007, -0.001, -0.001, 0.000, 0.000, 0.000, 0.000, 0.000, 0.000, 0.000, 0.000, -0.002, 0.000, 0.000, 0.000, 0.000, -0.001, 0.000, -0.001, -0.001, 0.000, 0.000, -0.001, 0.000, 0.000, 0.000, 0.000, -0.003, 0.000, 0.000, 0.000, -0.001, 0.000, 0.000, 0.000, -0.001, 0.000, 0.000, 0.000, 0.001, 0.000, -0.005, -0.001, 0.000, 0.000, 0.000]}